Density functional theory data (the ωB97M-V functional and the def2-TZVPD basis) for 2 unconnected molecules or ions with the total composition C3H7NO at a distorted geometry.

Each line ends with the natural charge from an NBO analysis.
CARTESIAN COORDINATES (ANGSTROEM)
C -1.107 0.318 -0.711  -0.01
C -1.985 -0.451 0.199  -0.81
C 1.861 0.735 0.350  -0.52
N 1.485 -0.015 -0.821  0.17
O 1.306 -1.228 -0.672  -0.32
H -1.106 -0.172 -1.688  0.09
H -1.238 -1.207 0.575  0.29
H -2.899 -0.926 -0.174  0.22
H -2.184 0.264 1.018  0.22
H 2.739 1.307 0.164  0.22
H 2.142 0.114 1.244  0.19
H 0.986 1.262 0.514  0.26

- Multiplicity: 1
- Lowest unoccupied orbital energy (spin up / spin down): -0.3804 / -0.3816 eV
- DFT total energy: -6754.993 eV
- Maximum force: 3.3 eV/A
- Energy above the lowest of the compared OMol25 structures with the same formula, charge and spin: 7.757 eV